Density functional theory data (ωB97M-V/def2-TZVPD) for a 11-piece molecular cluster, C14H50N10O11 overall.

The geometry in XYZ format:
```
85
Properties=species:S:1:pos:R:3:forces:R:3
C 10.375 24.676 19.615 0.648 0.606 -1.658
C 9.443 23.553 19.253 0.429 0.729 -1.277
O 9.325 23.459 17.849 0.513 -0.278 -2.353
H 10.540 24.510 20.612 0.380 0.150 2.920
H 9.985 25.703 19.453 0.062 -0.754 -0.025
H 11.416 24.624 19.207 -0.986 -0.235 -0.202
H 8.441 23.840 19.370 -1.328 0.072 2.466
H 9.774 22.590 19.629 -0.376 0.053 0.460
H 8.441 23.123 17.642 0.527 -0.424 -0.068
C 15.509 23.613 16.779 0.400 0.632 0.482
C 14.947 22.758 15.643 2.169 2.089 0.813
O 14.621 21.544 16.178 -0.425 -2.338 -0.403
H 16.295 23.145 17.410 -0.053 0.008 -0.947
H 14.752 23.818 17.537 -0.363 0.269 -0.256
H 15.875 24.577 16.365 -0.157 -0.556 0.413
H 15.762 22.618 14.926 -0.334 0.245 -0.385
H 14.104 23.299 15.261 -0.573 -0.057 -0.709
H 14.678 20.896 15.464 -0.361 -0.180 0.421
C 12.843 25.768 15.433 -0.906 0.676 -1.016
C 11.970 25.229 16.509 -0.136 -1.150 0.067
O 10.775 24.785 15.942 -1.222 -0.295 -0.535
H 12.327 26.677 15.043 0.772 -0.503 -0.040
H 12.969 25.036 14.629 -0.267 0.093 0.006
H 13.826 25.971 15.790 0.712 0.581 0.374
H 11.671 25.983 17.210 0.606 0.514 0.872
H 12.474 24.367 16.969 -0.003 0.325 0.410
H 10.248 24.258 16.590 0.337 0.384 -0.262
C 11.133 18.253 21.937 1.699 -7.086 0.680
O 11.369 16.875 22.082 -0.782 7.138 -0.912
N 11.881 19.089 21.222 3.485 -3.443 -0.420
N 10.048 18.805 22.387 -2.875 1.728 1.912
H 12.764 18.602 20.935 -1.170 1.031 0.283
H 11.883 20.072 21.127 -0.137 1.478 0.384
H 9.375 18.311 22.941 0.257 -0.517 0.154
H 9.840 19.812 22.274 0.523 -0.499 0.138
C 15.015 19.319 21.113 -1.947 -2.238 9.628
O 14.889 19.485 22.459 0.490 -0.991 -6.412
N 14.654 18.209 20.457 -0.514 -2.398 -0.580
N 15.485 20.269 20.389 3.269 2.270 -2.974
H 14.452 17.308 20.960 0.254 1.725 -0.504
H 14.535 18.189 19.421 0.079 0.004 1.125
H 15.890 21.054 20.900 0.040 -0.508 -0.260
H 15.982 19.868 19.561 -0.213 1.232 0.919
C 9.198 19.856 19.154 -6.312 4.093 -6.003
O 8.542 20.587 18.189 2.066 -2.573 3.932
N 10.434 19.726 19.118 6.316 -0.997 -0.246
N 8.606 19.181 20.091 -4.650 -0.843 1.177
H 10.980 20.228 18.415 -0.596 -0.322 0.518
H 10.926 19.208 19.901 -0.466 0.810 -1.825
H 7.587 19.171 20.211 0.920 0.379 -0.572
H 9.089 18.802 20.850 0.774 -0.697 0.697
C 12.621 21.782 18.917 -4.038 -1.063 5.893
O 12.080 21.681 20.148 1.858 1.132 -3.407
N 11.889 21.958 17.868 -3.398 2.351 -2.837
N 13.816 21.376 18.721 4.520 -0.272 -2.256
H 10.908 22.345 17.944 1.336 -0.747 0.001
H 12.238 22.142 16.909 -0.030 -0.474 0.716
H 14.400 21.094 19.495 -0.335 0.327 0.164
H 14.262 21.428 17.748 -0.879 0.116 1.670
C 11.318 22.417 13.838 0.824 0.564 6.877
O 11.635 22.126 15.166 -1.422 1.322 -6.501
N 11.516 21.574 12.883 1.486 -4.243 -0.728
N 10.740 23.543 13.410 -0.364 2.464 1.617
H 11.636 20.582 13.155 0.143 1.258 -0.550
H 11.612 21.863 11.937 -0.363 -0.117 -0.498
H 10.576 24.290 14.108 0.409 -0.782 -0.083
H 10.881 23.911 12.486 -0.122 -0.529 -0.294
C 12.632 18.793 16.698 1.284 1.791 -0.161
O 13.522 18.779 17.823 0.152 0.680 0.153
H 11.630 18.611 16.990 -1.059 0.008 0.377
H 12.914 18.041 16.003 0.447 -0.835 -0.522
H 12.736 19.786 16.176 -0.508 -0.876 0.400
H 13.622 19.721 18.143 -0.414 -1.229 -0.375
C 10.999 21.876 23.231 -0.061 -0.940 1.607
O 10.071 21.805 22.139 -0.010 0.319 1.893
H 10.598 22.325 24.156 -0.412 0.326 -0.804
H 11.999 22.285 23.101 -0.238 0.520 -0.941
H 11.217 20.868 23.576 0.070 -0.453 -0.040
H 10.620 21.839 21.377 0.879 0.219 -1.767
C 9.387 20.208 15.178 -0.171 -0.973 1.128
O 8.884 19.988 13.865 0.390 0.659 -0.669
H 9.439 21.219 15.610 -0.126 -0.142 -1.192
H 10.343 19.714 15.328 0.527 0.311 -0.211
H 8.747 19.681 15.844 -0.729 -0.339 0.870
H 9.142 19.090 13.626 -0.221 0.219 0.068
```
Forces are in eV/Å.

Computed properties:
* E_LUMO: -0.04 eV
* relative energy (zero: lowest compared OMol25 entry of this formula, charge and spin): 191.46 kcal/mol
* DFT total energy: -1938.53027 hartree
* SMILES string: NC(N)=O.NC(N)=O.NC(N)=O.NC(N)=O.NC(N)=O.CCO.CCO.CCO.CO.CO.CO



Density functional theory data (ωB97M-V/def2-TZVPD) for a 11-piece molecular cluster, C14H50N8O11 overall.

The geometry in XYZ format:
```
83
Properties=species:S:1:pos:R:3:forces:R:3
C -1.944 -0.398 1.147 -0.469 0.208 1.269
C -0.447 -0.515 1.319 -2.162 -0.477 0.720
O 0.073 -0.821 0.073 0.119 0.691 -0.497
H -2.432 -0.358 2.132 0.102 -0.111 -0.105
H -2.431 -1.200 0.588 0.337 -0.008 -0.052
H -2.153 0.568 0.703 -0.168 -0.068 -0.445
H -0.114 -1.246 2.034 -0.230 -0.939 0.405
H -0.100 0.391 1.768 0.540 1.111 -0.249
H 0.971 -0.901 0.320 2.220 -0.729 -0.662
C 0.258 -4.620 -2.191 -1.976 0.367 -0.002
C 1.003 -3.487 -1.595 1.039 -1.572 0.813
O 2.379 -3.819 -1.870 -0.831 -0.014 0.587
H 0.359 -4.571 -3.243 0.143 0.029 -1.230
H -0.792 -4.485 -1.974 -0.601 0.211 -0.100
H 0.433 -5.628 -1.925 0.991 -0.885 0.856
H 0.729 -3.343 -0.510 0.665 -0.102 -0.817
H 0.716 -2.634 -2.157 -0.194 1.262 -0.276
H 2.947 -3.194 -1.437 0.531 0.374 0.139
C 0.128 0.925 4.375 -1.978 2.598 1.792
C 0.735 2.323 4.487 -0.241 -0.177 0.653
O 1.145 2.876 3.249 0.309 -1.394 -0.351
H -0.045 0.638 5.441 -0.255 0.018 -0.888
H 0.775 0.243 3.980 1.812 -1.779 -1.258
H -0.810 0.963 3.806 0.169 -0.346 0.290
H 1.563 2.226 5.184 0.373 0.325 -0.010
H 0.040 3.065 4.879 -0.322 -0.376 0.553
H 1.427 3.762 3.374 0.445 1.308 0.351
C 0.330 1.376 -3.299 1.774 -0.170 -8.252
O 0.754 1.360 -4.611 -1.392 0.159 6.513
N 0.969 0.953 -2.251 5.772 -1.997 1.583
N -0.913 1.698 -3.007 -2.859 1.906 -0.266
H 1.973 0.509 -2.299 -3.315 1.175 -0.421
H 0.510 0.758 -1.387 -0.517 0.030 0.323
H -1.405 2.197 -3.740 0.256 -0.233 -0.040
H -1.111 2.104 -2.062 0.300 -0.193 -0.382
C -0.657 2.768 0.562 -4.238 1.499 -5.909
O -1.261 2.857 -0.697 2.529 -0.418 6.369
N -1.345 2.858 1.679 -2.626 -0.345 1.518
N 0.638 2.723 0.659 5.058 0.739 -1.476
H -2.391 2.844 1.562 1.100 0.360 -0.491
H -1.015 2.846 2.652 0.417 0.031 -1.384
H 1.205 3.105 -0.202 -1.729 -1.132 2.328
H 1.024 2.803 1.636 -0.370 -0.021 -1.521
C -2.631 -1.540 -2.627 -2.561 -5.321 2.809
O -3.110 -2.695 -2.049 2.688 5.444 -2.715
N -3.193 -1.069 -3.736 -0.898 0.473 -1.720
N -1.728 -0.732 -2.093 0.896 -0.568 1.433
H -3.758 -1.706 -4.246 -0.504 -0.448 -0.093
H -3.046 -0.177 -4.206 0.547 -0.478 0.637
H -1.176 -1.003 -1.298 -0.197 -0.562 0.111
H -1.365 0.087 -2.548 -0.187 0.248 -0.869
C 4.386 -1.490 -1.886 4.216 -6.483 -5.905
O 4.936 -2.161 -2.911 -1.882 3.789 3.757
N 3.623 -0.458 -1.974 -1.610 3.635 -0.772
N 4.500 -2.055 -0.708 -0.108 -0.724 3.941
H 3.783 0.115 -2.806 -0.246 -0.327 0.393
H 3.354 -0.017 -1.094 0.202 0.275 -0.359
H 5.204 -2.783 -0.579 -0.694 0.394 -0.359
H 3.868 -1.806 0.088 1.012 -0.332 -0.860
C 3.110 -3.445 2.035 0.098 -0.746 0.649
O 2.748 -2.184 1.560 -1.527 0.381 -1.376
H 2.497 -3.759 2.922 0.561 0.198 -0.733
H 4.160 -3.306 2.301 0.130 -1.081 0.217
H 2.959 -4.150 1.210 0.225 0.028 0.310
H 2.993 -1.565 2.213 0.285 1.316 1.026
C -4.912 0.927 -1.645 -1.458 1.532 -0.892
O -3.600 1.119 -1.262 0.179 0.318 0.779
H -5.355 -0.059 -1.580 0.211 -0.353 0.693
H -5.025 1.209 -2.684 -0.076 0.006 -0.642
H -5.487 1.722 -1.131 -0.114 -0.789 0.090
H -3.033 0.421 -1.581 0.586 -0.550 0.002
C -4.504 2.147 1.728 0.592 -0.505 -1.282
O -3.860 2.887 0.699 -0.366 0.323 0.410
H -3.735 1.606 2.299 -0.508 -0.652 -0.134
H -5.320 1.542 1.300 0.463 -0.193 0.522
H -4.894 2.851 2.395 -0.927 1.112 1.013
H -3.671 2.303 -0.059 0.317 -0.127 -0.100
C 3.590 1.525 1.256 -1.212 1.305 1.362
O 2.667 0.729 0.538 -0.382 -0.499 0.247
H 3.535 2.537 0.829 0.382 -0.026 0.350
H 4.598 1.181 1.216 0.591 -0.631 -0.585
H 3.350 1.587 2.367 0.020 -0.054 -1.237
H 1.785 1.176 0.575 0.730 -0.245 -0.096
```
Forces are in eV/Å.

Computed properties:
* E_LUMO: -0.59 eV
* relative energy (zero: lowest compared OMol25 entry of this formula, charge and spin): 91.40 kcal/mol
* DFT total energy: -1829.00371 hartree
* SMILES string: NC(N)=O.NC(N)=O.NC(N)=O.NC(N)=O.CCO.CCO.CCO.CO.CO.CO.CO



Density functional theory data (ωB97M-V/def2-TZVPD) for a 10-piece molecular cluster, C14H51N7O10 overall.

The geometry in XYZ format:
```
82
Properties=species:S:1:pos:R:3:forces:R:3
C 2.420 -0.261 1.078 -0.412 -0.289 0.895
C 1.820 -0.323 -0.320 1.107 0.583 0.149
C 0.605 -1.223 -0.395 0.326 0.787 -0.805
O 0.945 -2.589 -0.206 -0.720 0.586 0.048
C -0.117 -3.393 -0.673 0.555 -0.708 0.379
N 1.425 1.008 -0.823 -0.392 0.126 1.011
H 1.774 0.238 1.812 -0.244 0.202 -0.380
H 3.377 0.262 1.118 0.088 -0.156 -0.199
H 2.523 -1.254 1.522 0.442 -0.018 -0.262
H 2.627 -0.618 -0.999 -0.291 -0.630 -0.016
H 0.189 -1.075 -1.400 -0.021 -0.192 -0.084
H -0.153 -0.825 0.287 -0.046 -0.428 0.425
H -0.366 -3.093 -1.692 -0.366 -0.224 -0.040
H -1.003 -3.378 -0.036 -0.023 0.531 -0.108
H 0.245 -4.423 -0.625 0.010 0.011 -0.332
H 2.192 1.670 -0.675 -0.074 -0.279 -0.081
H 0.748 1.331 -0.124 -0.306 0.237 -0.491
C -0.287 2.090 5.942 -0.299 -0.291 -0.196
C 0.208 3.258 5.114 -0.510 0.247 -0.392
C 0.913 2.796 3.834 0.495 -0.165 1.171
O 1.547 3.910 3.243 -0.454 0.373 -0.435
C 2.687 3.582 2.498 0.774 -0.123 0.004
N -0.941 4.134 4.770 0.229 -0.353 -0.199
H 0.529 1.677 6.533 -0.155 -0.236 0.002
H -0.745 1.323 5.306 0.349 -0.123 -0.069
H -1.111 2.380 6.597 0.291 0.293 0.245
H 0.926 3.824 5.714 -0.010 0.151 -0.158
H 0.164 2.314 3.193 0.126 0.016 -0.270
H 1.689 2.063 4.090 -0.144 -0.178 0.010
H 2.997 4.403 1.853 -0.503 0.131 -0.083
H 2.549 2.684 1.891 -0.102 0.026 -0.088
H 3.558 3.421 3.149 -0.144 -0.258 0.190
H -0.835 4.426 3.802 0.020 0.336 0.167
H -1.778 3.556 4.774 -0.029 0.086 0.054
C -0.830 3.052 -2.957 0.034 -1.434 -1.659
C -2.001 2.242 -3.525 -1.167 1.062 -0.301
C -1.634 0.758 -3.487 -0.226 0.625 -0.058
O -2.738 -0.036 -3.868 0.147 -0.026 0.227
C -2.554 -1.391 -3.513 0.319 0.231 0.066
N -3.250 2.511 -2.786 -0.404 -1.366 1.037
H -0.598 2.631 -1.981 0.095 0.611 0.239
H -0.946 4.125 -3.067 -0.171 0.051 0.490
H -0.034 2.742 -3.649 0.464 0.388 0.414
H -2.267 2.550 -4.546 0.882 -0.245 -0.238
H -1.312 0.527 -2.462 -0.028 -0.184 0.021
H -0.798 0.585 -4.171 0.131 -0.063 0.088
H -1.633 -1.817 -3.926 -0.129 0.071 -0.401
H -3.428 -1.918 -3.884 0.044 -0.226 0.150
H -2.424 -1.498 -2.428 -0.421 0.022 0.104
H -3.901 3.146 -3.228 0.487 0.333 -0.290
H -3.768 1.628 -2.810 0.057 0.233 0.268
O 3.257 0.842 -3.069 -0.340 -0.076 0.198
H 2.539 1.081 -2.449 0.131 -0.049 -0.391
H 3.892 1.558 -3.006 0.032 -0.006 -0.019
O 2.528 -3.845 1.762 -0.269 0.204 0.002
H 1.850 -3.261 1.369 0.367 -0.423 -0.001
H 2.157 -4.731 1.703 0.013 0.054 0.056
O -1.579 0.150 2.254 0.003 0.151 -0.127
H -2.144 -0.538 1.888 -0.065 0.072 0.126
H -1.828 0.960 1.773 0.059 -0.273 0.005
O -1.645 2.489 0.700 0.183 0.411 -0.066
H -1.093 3.110 1.193 -0.047 -0.048 -0.029
H -2.021 3.013 -0.022 -0.110 -0.278 -0.019
O 3.455 3.226 -0.862 0.396 0.079 -0.067
H 4.303 2.983 -0.467 -0.116 0.068 -0.024
H 3.688 3.758 -1.633 -0.111 0.002 0.110
C 0.912 -2.589 -4.953 0.224 0.881 -0.687
O 1.266 -1.998 -5.963 -0.514 -0.580 0.481
N -0.016 -3.610 -4.901 -0.255 -0.516 0.396
N 1.356 -2.244 -3.707 0.110 -0.134 0.445
H -0.519 -3.983 -5.683 0.447 0.390 -0.480
H 0.040 -4.250 -4.131 0.008 -0.010 0.147
H 1.934 -1.433 -3.558 0.128 -0.020 -0.368
H 0.969 -2.680 -2.890 0.149 0.069 -0.056
C -2.681 -4.931 2.997 0.020 0.912 1.028
O -3.019 -4.183 3.909 0.006 -0.547 -0.665
N -2.083 -4.428 1.862 -0.109 0.165 0.272
N -2.787 -6.278 3.063 0.072 -0.051 -0.293
H -1.948 -4.976 1.035 -0.163 -0.044 -0.103
H -2.251 -3.440 1.773 0.156 -0.050 -0.195
H -3.217 -6.677 3.875 0.018 -0.111 -0.035
H -2.517 -6.827 2.271 -0.104 -0.393 0.138
```
Forces are in eV/Å.

Computed properties:
* E_LUMO: 0.01 eV
* relative energy (zero: lowest compared OMol25 entry of this formula, charge and spin): 26.39 kcal/mol
* DFT total energy: -1699.69842 hartree
* SMILES string: COC[C@H](C)N.COC[C@H](C)N.COC[C@H](C)N.NC(N)=O.NC(N)=O.O.O.O.O.O